ORCA calculation (wB97M-V/def2-TZVPD) on C19H18CeNOS as an isolated structure.

As for the HOMO energy (spin up / spin down): -7.637 / -8.389 eV. The energy above the lowest of the compared OMol25 structures with the same formula, charge and spin is 0.0 kJ/mol. The HOMO-LUMO gap (spin up / spin down) comes out at 6.53 / 7.23 eV. Its spin multiplicity is 2.

Structure (XYZ):
```
41
Properties=species:S:1:pos:R:3:forces:R:3:mulliken_charge:R:1
C 0.745801 -2.316311 1.010843 -0.1 -0.1 -0.9 -0.43
C -0.392589 -2.865149 0.339826 0.3 0.3 -0.3 -0.68
C -0.241703 -2.666514 -1.066899 0.5 0.0 0.3 -0.40
H -1.208396 -3.402855 0.820682 0.2 0.3 -0.1 0.42
C 1.002578 -1.978063 -1.265329 0.1 -0.4 0.3 -0.41
C 1.636047 -1.821010 0.019123 -0.9 -0.1 -0.4 -0.70
H 2.665269 -1.506633 0.204999 -0.6 0.3 -0.1 0.50
H 0.932800 -2.318809 2.088552 -0.2 0.0 -0.5 0.54
H -0.912849 -3.030756 -1.857502 0.3 0.3 0.5 0.48
H 1.418946 -1.688637 -2.232812 -0.1 -0.2 0.4 0.52
C -0.577961 2.728684 -0.659734 0.6 -0.5 0.1 -0.76
C -0.310153 2.792877 0.741211 0.4 -0.5 -0.4 -0.42
C 0.869545 2.043447 1.013038 -0.2 0.0 -0.6 -0.54
H -0.850675 3.396842 1.475057 0.0 -0.5 -0.3 0.42
C 1.367506 1.526966 -0.230454 -0.7 0.6 -0.2 -0.72
C 0.471796 1.967977 -1.276748 0.4 0.3 0.7 -0.28
H 0.590119 1.790386 -2.345659 0.0 0.1 0.4 0.67
H -1.398399 3.220643 -1.190104 0.3 -0.3 0.3 0.41
H 1.358159 1.954521 1.993046 -0.4 -0.1 -0.6 0.53
H 2.294176 0.970442 -0.372056 -0.3 0.3 0.0 0.55
Ce -0.725959 -0.153976 -0.412808 1.2 0.9 1.0 0.79
O -1.482406 0.014446 -2.312623 0.2 -0.7 -0.2 -0.14
C -1.779493 -0.541441 -3.598961 -0.8 -0.2 0.1 -0.99
C -0.662339 -0.991496 -4.472682 0.3 0.0 1.0 -0.43
H -2.386086 -1.449851 -3.391645 -0.1 0.6 -0.3 0.27
H -2.346820 0.224836 -4.149465 -0.2 -0.5 0.3 0.48
H -0.242503 -1.969158 -4.280531 0.0 -0.2 -0.1 0.34
H 1.211225 -1.779204 -6.218053 -0.4 0.4 -0.4 0.34
C 0.744535 -0.813815 -6.471213 -0.7 0.1 -0.1 -0.52
C -0.166065 -0.234037 -5.517875 0.9 0.6 -0.4 1.11
C -0.538637 1.142774 -5.686679 0.0 -0.6 -0.4 -0.32
H -1.106891 1.628612 -4.889307 0.3 0.0 -0.4 0.24
C -0.231535 1.788410 -6.870013 -0.1 -0.1 0.2 -0.71
H -0.523663 2.826865 -6.980919 0.0 -0.1 -0.2 0.37
C 0.401658 1.099870 -7.916528 0.0 -0.1 0.1 -0.36
H 0.530982 1.587241 -8.882297 0.0 -0.1 0.2 0.36
C 0.895465 -0.200457 -7.708673 0.1 0.0 0.3 -0.51
H 1.381726 -0.740282 -8.521593 0.1 0.3 0.2 0.36
S -0.128588 0.066785 4.206360 0.2 0.0 0.6 -0.42
C -0.880578 -0.101347 2.834647 -1.3 -0.1 -2.6 0.57
N -1.424042 -0.202624 1.754581 0.5 0.1 2.3 -0.51
```
Forces are in eV/Å.

ORCA calculation (wB97M-V/def2-TZVPD) on one molecule with the formula C19H18Cl2FNO2.

As for the HOMO energy: -8.379 eV. As for the SMILES: O=C(/C=C/c1ccc(OCCCF)cc1)NCc1ccc(Cl)c(Cl)c1. The HOMO-LUMO gap comes out at 8.53 eV. Its spin multiplicity is 1.

Structure (XYZ):
```
43
Properties=species:S:1:pos:R:3:forces:R:3:mulliken_charge:R:1
O -2.009561 2.285282 1.410466 -0.1 0.0 0.2 -0.70
C -1.274589 2.301955 0.439731 -0.1 0.1 -0.1 0.66
N -1.001069 3.453436 -0.236322 0.1 0.2 -0.2 -0.15
H -0.329573 3.446751 -0.986818 0.0 -0.1 0.1 0.23
C -1.486211 4.736539 0.212877 -0.2 0.0 0.1 -0.99
C -0.378944 5.605043 0.751829 0.1 0.1 0.0 0.61
C -0.227059 6.923117 0.342965 0.0 -0.1 0.1 -0.63
C 0.799125 7.702730 0.845328 0.1 0.0 0.1 -0.52
C 1.694911 7.169050 1.758261 -0.1 -0.1 0.0 0.28
C 1.550803 5.847198 2.172587 -0.1 0.1 -0.1 0.00
C 0.516753 5.075038 1.672281 0.0 0.1 0.0 -0.34
H 0.403104 4.055723 2.008157 0.0 -0.1 0.1 0.49
Cl 2.652746 5.166229 3.308637 0.0 -0.1 0.1 -0.21
Cl 2.977323 8.141541 2.372942 0.1 0.2 0.0 -0.20
H 0.915345 8.727423 0.529953 0.0 0.1 0.0 0.42
H -0.916944 7.349006 -0.369804 -0.1 0.0 -0.1 0.34
H -2.207617 4.515570 1.008011 0.0 0.1 -0.2 0.30
H -2.003579 5.247314 -0.605441 0.0 0.0 0.1 0.41
C -0.623116 1.105038 -0.118926 0.0 -0.6 0.2 -0.78
C -0.823657 -0.091255 0.448473 -0.1 0.7 -0.1 -0.18
C -0.271188 -1.366887 0.049990 0.2 -0.6 -0.1 0.99
C -0.605283 -2.507816 0.781280 0.1 0.4 -0.2 -1.04
C -0.112759 -3.755341 0.452051 0.2 -0.4 -0.1 -0.31
C 0.745201 -3.897316 -0.634714 0.0 0.2 0.0 0.85
C 1.089471 -2.761689 -1.374580 0.0 -0.2 0.0 -0.57
C 0.592548 -1.524848 -1.040025 -0.1 -0.1 0.1 -0.64
H 0.876725 -0.668772 -1.631480 0.0 0.1 -0.1 0.29
H 1.757822 -2.885829 -2.212287 0.1 0.0 -0.1 0.42
O 1.315768 -5.059103 -1.055539 0.0 0.4 -0.1 -0.49
C 0.966629 -6.281219 -0.442816 -0.3 -0.4 0.2 -0.68
C -0.400392 -6.800414 -0.894108 0.3 0.2 -0.3 -0.37
C -0.419026 -7.023430 -2.400578 0.5 0.2 0.2 -0.32
F -1.652942 -7.478695 -2.794820 -0.7 -0.3 -0.1 -0.30
H 0.310047 -7.781961 -2.704220 0.1 0.1 0.1 0.26
H -0.235176 -6.090237 -2.941832 0.1 -0.1 0.1 0.22
H -0.613252 -7.740356 -0.382657 0.0 0.0 0.0 0.39
H -1.182778 -6.083265 -0.638614 0.0 -0.1 0.0 0.28
H 1.748919 -6.977294 -0.759688 -0.1 0.1 0.1 0.40
H 1.001816 -6.196703 0.649533 0.1 0.0 -0.1 0.34
H -0.401190 -4.603346 1.053268 0.0 -0.1 0.0 0.34
H -1.268831 -2.413643 1.628573 -0.1 0.0 0.1 0.34
H -1.478447 -0.107888 1.312159 -0.1 0.1 0.1 0.37
H 0.008128 1.243324 -0.984083 0.1 -0.1 -0.1 0.21
```
Forces are in eV/Å.

ORCA calculation (wB97M-V/def2-TZVPD) on C19H18Cl2N7OPdS3 as an isolated structure.

Its total charge is +1. As for the HOMO energy: -10.091 eV. The energy above the lowest of the compared OMol25 structures with the same formula, charge and spin is 0.0 kJ/mol. The HOMO-LUMO gap comes out at 7.38 eV. Its spin multiplicity is 1.

Structure (XYZ):
```
51
Properties=species:S:1:pos:R:3:forces:R:3:mulliken_charge:R:1
Pd -0.221292 0.067830 0.246119 0.1 0.0 -0.3 0.94
N 2.482738 -2.048045 0.438173 0.1 0.1 -0.1 -0.33
C 2.739505 -0.739573 0.364717 0.1 -0.2 0.0 0.31
N 1.808166 0.187656 0.387637 -0.2 0.1 0.1 0.13
C 2.331948 1.472145 0.328161 0.0 0.0 0.0 -0.47
C 3.674369 1.529562 0.252143 0.0 0.0 0.0 -0.25
S 4.336781 -0.070841 0.258389 0.0 0.0 0.0 -0.18
C 1.334115 2.527810 0.475035 0.0 0.1 0.0 -0.32
C 1.463698 3.865299 0.551276 0.0 0.0 0.0 -0.17
S -0.048033 4.589371 0.989989 0.0 0.0 0.0 -0.18
C -0.776340 3.023334 1.054417 0.0 0.0 0.2 0.48
N 0.037298 2.061034 0.693724 0.1 -0.1 -0.1 -0.10
N -2.024208 2.790323 1.489810 -0.1 0.0 -0.2 -0.31
H 1.513199 -2.336890 0.293109 0.0 0.0 0.0 0.34
H 3.216871 -2.709370 0.258950 0.0 0.0 0.0 0.23
H 4.311848 2.396285 0.220281 0.0 0.0 0.0 0.46
H 2.345985 4.466559 0.413484 0.0 0.0 0.0 0.48
H -2.616452 3.542947 1.790223 0.0 0.0 0.1 0.22
H -2.246929 1.847699 1.783212 0.0 -0.1 0.1 0.12
Cl -0.328206 -4.826559 0.070595 0.0 0.0 0.0 -0.21
C -1.643785 -3.739079 -0.183121 0.0 0.0 0.0 0.76
C -2.942307 -4.246693 -0.357302 0.0 0.0 0.0 -0.76
C -3.994784 -3.406621 -0.579802 0.0 0.0 0.0 0.68
Cl -5.582676 -4.058508 -0.808221 0.0 0.0 0.0 -0.25
C -3.799299 -2.004214 -0.626815 0.0 0.0 0.0 0.30
C -4.810899 -1.054126 -0.878124 0.0 0.0 0.0 -0.68
C -4.492246 0.274741 -0.926317 0.0 0.0 0.0 -1.01
C -3.170832 0.677681 -0.681621 0.1 0.0 0.0 -0.41
N -2.211008 -0.176445 -0.408131 0.2 0.0 0.3 -0.04
C -2.494450 -1.518225 -0.415083 0.0 -0.1 0.0 0.08
C -1.387115 -2.386409 -0.220431 -0.2 -0.1 -0.1 0.03
O -0.181380 -1.871894 -0.123889 0.1 0.1 0.0 -1.10
H -3.097734 -5.315878 -0.322342 0.0 0.0 0.0 0.46
H -5.824702 -1.390547 -1.045052 0.0 0.0 0.0 0.44
H -5.239672 1.024165 -1.142643 0.0 0.0 0.0 0.41
H -2.898362 1.722317 -0.717267 0.0 0.0 0.1 0.64
S -1.325752 -0.702787 2.840667 -0.3 0.0 0.1 -0.46
C -0.441902 -0.244114 4.207230 0.1 0.0 0.0 0.42
N 0.480724 0.730214 4.145986 0.0 0.0 0.0 0.08
C 1.305896 1.156988 5.269152 0.0 0.0 0.0 -0.58
C 0.549317 0.912936 6.563125 0.0 0.0 0.0 -0.64
C 0.096172 -0.535794 6.607395 0.0 0.0 0.0 -0.61
N -0.631403 -0.850829 5.383499 0.0 0.0 0.0 -0.14
H 0.611103 1.136765 3.235106 0.0 0.0 0.0 -0.01
H 1.535225 2.214613 5.144080 0.0 0.0 0.0 0.37
H 2.251996 0.607159 5.274785 0.0 0.0 0.0 0.29
H -0.320016 1.571577 6.609752 0.0 0.0 0.0 0.31
H 1.186898 1.131835 7.418072 0.0 0.0 0.0 0.36
H -0.566957 -0.711171 7.452867 0.0 0.0 0.0 0.38
H 0.957550 -1.201224 6.714515 0.0 0.0 0.0 0.28
H -1.327359 -1.577510 5.383788 0.0 0.0 0.0 0.23
```
Forces are in eV/Å.

ORCA calculation (wB97M-V/def2-TZVPD) on one molecule with the formula C19H18Cl3NO5S.

As for the HOMO energy: -9.085 eV. The energy above the lowest of the compared OMol25 structures with the same formula, charge and spin is 8.4 kJ/mol. As for the SMILES: O=C(O)c1csc([C@H]2CC[C@@H]3[C@@H](COc4ccc(Cl)c(Cl)c4Cl)[C@H](O)C[C@@H]3O2)n1. The HOMO-LUMO gap comes out at 9.21 eV. Its spin multiplicity is 1.

Structure (XYZ):
```
47
Properties=species:S:1:pos:R:3:forces:R:3:mulliken_charge:R:1
O -9.113204 0.327048 2.359609 2.9 -1.7 0.5 -0.57
Cl 6.418213 -3.572475 -2.725011 -0.7 0.7 0.5 -0.19
Cl 6.373864 -3.568450 0.417835 -0.3 0.3 0.0 -0.17
Cl 4.663602 -1.433192 1.998374 0.0 0.0 -1.0 -0.16
N -5.548626 -0.216257 1.885463 0.6 0.8 -0.5 -0.64
O -7.891204 -1.593030 2.652275 0.4 1.5 -0.2 -0.52
O 3.239570 0.465133 0.322007 1.6 -0.8 -0.3 -0.41
O -2.289052 1.341868 1.525082 -0.3 -0.7 0.5 -0.42
O 0.882841 -1.921777 2.309815 0.4 0.6 0.2 -0.59
S -5.157270 2.162200 0.915626 -0.5 -0.9 0.9 -0.11
C -8.017396 -0.260076 2.371636 -3.2 0.4 -0.8 0.21
C -4.599457 0.591078 1.430395 -1.0 -0.7 1.0 0.04
C -6.723042 1.693375 1.453330 -1.5 1.0 -0.2 -0.16
C -6.802408 0.407187 1.871578 2.3 0.4 0.1 0.28
C 4.581148 -1.513019 -2.547979 0.7 -0.4 0.9 -0.64
C 3.821906 -0.557181 -1.860158 0.6 -0.8 0.7 -0.42
C 5.396754 -2.439515 -1.831423 -0.7 0.6 -1.1 0.17
C 5.385961 -2.426041 -0.434669 0.8 -0.6 -0.6 0.19
C 4.654709 -1.470046 0.236143 -1.1 0.8 1.0 0.44
C 3.845954 -0.532661 -0.450739 0.0 0.6 0.2 0.32
C 1.923446 0.869518 0.046640 -0.4 -1.3 0.1 -1.23
C -2.890226 -0.467398 0.012347 0.6 -1.2 0.4 -1.07
C -0.176566 0.299157 2.611736 -0.5 0.6 1.6 -1.11
C -1.426294 -0.936748 -0.050245 -0.3 0.7 0.0 -0.79
C -0.878303 1.062328 1.477327 -0.1 -0.8 -0.9 -0.21
C 0.944155 -0.224114 0.507066 -0.3 0.7 -0.1 0.83
C -3.149089 0.176438 1.378094 0.4 0.7 -0.9 0.60
C 0.985510 -0.519455 2.048848 0.3 0.1 -0.7 -0.36
C -0.489670 0.262903 0.214853 0.2 -0.6 -0.3 0.23
H -6.942963 -1.783217 2.505898 -0.2 -0.2 0.2 0.45
H 0.048346 -2.213603 1.950338 -0.3 -0.3 -0.1 0.43
H -7.593244 2.370138 1.516592 0.8 -0.3 -0.4 0.44
H 4.606853 -1.479889 -3.636762 0.0 -0.2 0.3 0.39
H 3.272469 0.162523 -2.441710 -0.2 0.2 0.1 0.37
H 1.718895 1.790083 0.574740 0.3 0.3 0.3 0.24
H 1.817385 1.086305 -1.006589 -0.3 0.0 -0.5 0.24
H -3.137672 0.202812 -0.802999 0.0 0.4 0.0 0.38
H -3.510770 -1.358739 -0.110153 -0.3 0.2 0.1 0.44
H 0.213033 1.037482 3.344233 -0.3 -0.5 -0.3 0.27
H -0.869712 -0.330466 3.181246 0.1 -0.1 -0.1 0.26
H -1.214868 -1.385026 -1.036886 0.1 0.2 0.4 0.36
H -1.295174 -1.720376 0.709548 0.0 0.1 -0.2 0.06
H -0.392430 2.026127 1.455147 -0.2 0.5 -0.3 0.33
H 1.153781 -1.153666 -0.023735 0.2 0.0 -0.1 0.44
H -2.948076 -0.525986 2.190987 -0.2 -0.1 0.0 0.18
H 1.942964 -0.207059 2.506663 -0.4 -0.3 -0.4 0.57
H -0.533701 0.896232 -0.683900 0.1 0.0 0.2 0.57
```
Forces are in eV/Å.

ORCA calculation (wB97M-V/def2-TZVPD) on one molecule with the formula C19H18ClO3P.

As for the HOMO energy: -9.283 eV. As for the SMILES: CC(C)CCc1cccc2c1C(=O)c1cccc(P(O)Cl)c1C2=O. The HOMO-LUMO gap comes out at 8.46 eV. Its spin multiplicity is 1.

Structure (XYZ):
```
42
Properties=species:S:1:pos:R:3:forces:R:3:mulliken_charge:R:1
C -3.743410 -0.513715 0.016074 0.0 0.3 0.1 -1.38
C -3.728135 -0.414157 -1.519236 0.0 0.0 0.1 0.83
C -4.511929 0.823505 -1.973715 -0.2 -0.2 0.2 -1.68
C -2.337666 -0.404144 -2.169383 0.0 -0.1 -0.3 -1.09
C -1.382819 -1.532278 -1.739864 0.1 0.0 -0.1 -1.02
C 0.090984 -1.190472 -1.738972 0.0 0.1 -0.3 0.44
C 0.898762 -1.808824 -2.693136 0.1 0.1 -0.1 -0.95
C 2.264744 -1.588437 -2.767848 0.0 0.0 0.0 -0.76
C 2.882390 -0.733382 -1.870850 0.0 0.0 -0.2 -0.90
C 2.107273 -0.111464 -0.907547 -0.1 0.0 0.0 0.72
C 0.723917 -0.324600 -0.839364 0.0 0.0 0.2 0.58
C 0.021507 0.374074 0.279034 0.0 0.1 0.1 0.47
O -1.092834 0.839101 0.211615 0.0 -0.2 0.0 -0.49
C 0.816540 0.498018 1.545412 0.0 -0.1 0.0 0.39
C 0.188850 0.380283 2.778595 0.2 0.1 -0.1 -0.83
C 0.956120 0.470781 3.930324 -0.1 0.0 -0.2 -0.75
C 2.318429 0.738244 3.844578 -0.2 0.0 0.0 -0.38
C 2.948130 0.916012 2.613787 -0.1 0.3 0.1 0.35
P 4.759596 1.275884 2.544002 0.1 -0.2 -0.1 0.11
O 5.084599 1.329883 4.150049 0.1 0.0 -0.1 -0.49
Cl 4.690963 3.317999 2.213517 -0.1 0.1 0.0 -0.25
C 2.183384 0.747709 1.455737 -0.1 -0.1 0.1 0.21
C 2.770957 0.782058 0.089929 0.1 0.1 -0.1 -0.08
O 3.744313 1.448497 -0.189084 0.1 -0.3 0.2 -0.57
H -4.545962 -1.161571 0.368644 -0.1 0.0 -0.1 0.35
H -2.809676 -0.869202 0.443730 0.0 -0.1 0.0 0.22
H -3.912897 0.472457 0.452643 0.1 0.0 0.0 0.42
H -4.259571 -1.284006 -1.917816 0.1 -0.1 0.1 0.30
H -3.891114 1.718454 -1.919541 0.0 0.0 -0.1 0.36
H -5.363692 0.982009 -1.309367 -0.1 0.0 -0.1 0.43
H -4.910762 0.703940 -2.980999 0.2 0.1 -0.1 0.39
H -1.866499 0.571926 -2.067788 0.0 0.0 0.3 0.47
H -2.508911 -0.534029 -3.243436 0.1 0.1 0.0 0.50
H -1.651663 -1.960700 -0.773614 -0.1 0.2 0.1 0.47
H -1.491402 -2.343416 -2.461271 -0.1 -0.1 0.1 0.59
H 0.444369 -2.484271 -3.407251 -0.1 0.0 0.0 0.37
H 2.848339 -2.088149 -3.529434 0.0 0.0 0.0 0.40
H 3.949389 -0.565187 -1.907789 0.0 0.1 0.0 0.51
H -0.877052 0.197422 2.807542 0.0 0.0 0.1 0.48
H 0.482989 0.338821 4.894337 0.1 0.0 0.0 0.40
H 2.891099 0.807492 4.757648 0.1 0.0 0.0 0.52
H 4.818353 2.177436 4.530109 0.0 -0.1 0.2 0.32
```
Forces are in eV/Å.

We obtain strongest force on any atom values of 2.92; 0.76; 0.36; 3.39; 0.37 eV/Å for the records listed above, in that order.